# C3H4S

The molecule C3H4S (the ωB97M-V functional and the def2-TZVPD basis, the OMol25 dataset).

The geometry in XYZ format:
```
8
Properties=species:S:1:pos:R:3:forces:R:3
C -0.8617 0.0490 -0.8172 0.3 0.9 1.6
C -1.0482 0.7897 0.2489 0.6 -1.6 -0.7
C 0.0391 -0.2358 0.3091 1.4 3.2 -3.0
S 1.9142 0.0723 -0.1656 -0.6 -0.7 1.4
H -0.9013 -0.0794 -1.8608 -0.6 -0.4 -0.9
H -1.6725 1.4254 0.8197 -0.1 0.8 0.2
H 0.0497 -1.0633 0.8600 -0.4 -3.4 2.1
H 2.4807 -0.9579 0.6060 -0.7 1.1 -0.7
```
Forces are in eV/Å.

Values from the calculation:
Total charge: 0
SMILES: SC1C=C1
HOMO-LUMO gap (hartree): 0.356
LUMO level (eV): 1.1

Löwdin charges in e: atom 1 (C): -0.0647, atom 2 (C): -0.0105, atom 3 (C): -0.5419, atom 4 (S): 0.5772, atom 5 (H): 0.0897, atom 6 (H): 0.0844, atom 7 (H): 0.0133, atom 8 (H): -0.1475

# C3H4S

C3H4S as an isolated structure (the ωB97M-V functional and the def2-TZVPD basis, the OMol25 dataset).

The geometry in XYZ format:
```
8
Properties=species:S:1:pos:R:3:forces:R:3
C -0.6300 0.3773 0.0515 -8.0 -4.7 0.2
C 0.4437 1.1405 0.0261 8.2 6.3 -0.2
C -0.0223 -1.0250 -0.0219 -1.0 -1.5 0.6
S 1.5902 -0.2002 0.0434 -0.1 1.8 -0.5
H -1.6631 0.8058 0.2098 1.0 -1.3 0.0
H 0.5391 2.2322 -0.2978 0.3 -1.9 0.2
H 0.0244 -1.6709 0.9285 -0.9 0.7 -1.5
H -0.2819 -1.6598 -0.9397 0.5 0.7 1.2
```
Forces are in eV/Å.

Values from the calculation:
Total charge: 0
HOMO-LUMO gap (alpha / beta) (hartree): 0.210 / 0.302
Spin multiplicity: 3
LUMO level (alpha / beta) (eV): 0.8 / -1.8

Löwdin charges in e: atom 1 (C): -0.3185, atom 2 (C): -0.5117, atom 3 (C): -0.4419, atom 4 (S): 0.9215, atom 5 (H): 0.1096, atom 6 (H): 0.0784, atom 7 (H): 0.0754, atom 8 (H): 0.0872

# C3H4S2

The molecule C3H4S2 (the ωB97M-V functional and the def2-TZVPD basis, the OMol25 dataset).

The geometry in XYZ format:
```
9
Properties=species:S:1:pos:R:3:forces:R:3
C 0.5351 -0.0326 0.8462 0.2 -2.2 -2.9
C -0.5441 0.4725 -0.0693 -1.6 -3.1 0.2
C -1.1404 -1.1303 -0.6958 3.1 2.6 2.5
S 0.2623 -1.8184 0.3189 -0.5 -0.1 0.6
S -2.1784 -0.1454 0.2848 -0.5 0.6 0.0
H 1.4573 0.1310 0.3177 0.6 0.5 0.1
H 0.6471 0.2721 1.8463 -0.5 0.1 1.4
H -0.2479 1.3316 -0.5826 -0.7 1.2 -1.3
H -1.3109 -1.5580 -1.6585 -0.1 0.4 -0.6
```
Forces are in eV/Å.

Values from the calculation:
Total charge: 0
SMILES: C1S[C@H]2S[C@@H]12
HOMO-LUMO gap (hartree): 0.328
LUMO level (eV): 0.5

Löwdin charges in e: atom 1 (C): -0.4567, atom 2 (C): -0.5634, atom 3 (C): -0.7496, atom 4 (S): 0.7422, atom 5 (S): 0.8078, atom 6 (H): 0.0518, atom 7 (H): 0.0628, atom 8 (H): 0.0664, atom 9 (H): 0.0386

These records have electronic energy values of -14007.583 -14005.146 -24843.445 eV, in the order they appear.
These records have relative energy (zero: lowest compared OMol25 entry of this formula, charge and spin) values of 192.6 117.7 211.9 kJ/mol, in the order they appear.